Here is a molecular structure, C22H25CdF4N6 from OMol25. Energies are from ωB97M-V with the def2-TZVPD basis set.

Summary:
LUMO	-0.1093	Eh
E_HOMO	-10.08	eV
charge	+1
Kohn-Sham gap	7.108	eV

Atoms and positions in Å:
Cd (1.3583, 0.3369, -0.6667)
C (3.0786, 2.8456, -1.3524)
N (3.4399, 1.4958, -0.8849)
C (4.4662, 0.9206, -1.7678)
C (3.9349, 1.5428, 0.5136)
C (3.4883, 0.3216, 1.3318)
N (2.0423, 0.2190, 1.2724)
C (1.2763, 0.2748, 2.3941)
C (-0.0171, 0.8319, 2.3733)
F (-0.4521, 1.3687, 1.1988)
C (-0.8602, 0.8645, 3.4596)
F (-2.0782, 1.4051, 3.3165)
C (-0.4608, 0.3674, 4.6827)
C (0.8035, -0.1895, 4.7465)
F (1.2311, -0.7132, 5.8972)
C (1.6370, -0.2550, 3.6482)
F (2.8135, -0.8980, 3.7688)
H (3.9058, 3.5500, -1.2161)
H (2.2140, 3.2149, -0.8005)
H (2.8295, 2.8129, -2.4132)
H (5.3575, 1.5567, -1.7926)
H (4.0810, 0.8219, -2.7820)
H (4.7582, -0.0627, -1.3998)
H (3.5310, 2.4288, 1.0032)
H (5.0267, 1.6189, 0.5183)
H (3.8452, 0.4545, 2.3517)
H (3.9587, -0.5834, 0.9262)
H (-1.1015, 0.4078, 5.5506)
N (-0.5474, 0.6412, -1.7064)
C (-1.6979, 0.5435, -1.5771)
N (-2.9755, 0.4434, -1.4199)
C (-3.8087, -0.1324, -2.4937)
C (-4.6327, 0.9770, -3.1467)
C (-5.1838, 1.9590, -2.0851)
C (-5.1303, 1.3510, -0.6822)
C (-3.6807, 1.0872, -0.2863)
H (-4.4550, -0.8830, -2.0409)
H (-3.1664, -0.6319, -3.2157)
H (-5.4429, 0.5144, -3.7110)
H (-4.0090, 1.5196, -3.8579)
H (-6.2056, 2.2422, -2.3315)
H (-4.5904, 2.8759, -2.0847)
H (-5.7147, 0.4304, -0.6486)
H (-5.5647, 2.0285, 0.0516)
H (-3.6229, 0.4476, 0.5965)
H (-3.1816, 2.0299, -0.0599)
N (-2.3641, -4.5361, 1.0225)
C (-1.3202, -4.2747, 0.6209)
C (-0.0500, -3.8789, 0.0920)
C (0.9977, -4.7715, -0.1181)
C (2.1744, -4.2810, -0.6567)
C (2.2627, -2.9353, -0.9685)
N (1.2623, -2.0748, -0.7628)
C (0.1336, -2.5404, -0.2380)
H (0.8875, -5.8173, 0.1325)
H (3.0168, -4.9332, -0.8358)
H (3.1686, -2.5293, -1.4016)
H (-0.6667, -1.8301, -0.0643)

Here is a molecular structure, C22H25Cl2N4O2RuS2 from OMol25. Energies are from ωB97M-V with the def2-TZVPD basis set.

Summary:
ΔE to the lowest compared entry with this formula, charge and spin	16.3	kcal per mole
LUMO (spin up / spin down)	-0.2045 / -0.2548	Eh
2S+1	2
E_HOMO (spin up / spin down)	-13.44 / -13.77	eV
charge	+2
expectation value of S²	0.7575
Kohn-Sham gap (spin up / spin down)	7.881 / 6.839	eV

Atoms and positions in Å:
Ru (-0.2260, -0.0851, -1.0626)
C (4.0569, 2.5441, 4.8276)
C (3.1759, 2.4694, 3.6158)
C (2.3062, 1.3957, 3.4238)
C (1.4937, 1.3258, 2.3078)
C (1.5553, 2.3521, 1.3725)
C (2.4005, 3.4447, 1.5428)
C (3.2062, 3.4890, 2.6636)
S (0.6080, 2.3094, -0.0804)
O (0.3780, 3.6314, -0.5582)
O (1.2322, 1.3824, -1.0935)
N (-0.7740, 1.4393, 0.2079)
C (-1.8192, 1.9811, -0.6059)
C (-2.6037, 3.0752, -0.3015)
C (-3.5298, 3.4781, -1.2506)
C (-3.6430, 2.7792, -2.4495)
C (-2.8230, 1.6910, -2.6710)
N (-1.9228, 1.2936, -1.7631)
H (3.9340, 1.6729, 5.4673)
H (3.8268, 3.4351, 5.4130)
H (5.1053, 2.6116, 4.5348)
H (2.2630, 0.6084, 4.1654)
H (0.8076, 0.5025, 2.1764)
H (2.4172, 4.2409, 0.8113)
H (3.8677, 4.3335, 2.8090)
H (-2.4670, 3.5931, 0.6367)
H (-4.1564, 4.3401, -1.0650)
H (-4.3480, 3.0830, -3.2096)
H (-2.8650, 1.1290, -3.5956)
Cl (0.7839, -1.2363, -2.9611)
C (2.2697, -1.8572, -2.2541)
C (3.2871, -2.2450, -3.0994)
C (4.4484, -2.7386, -2.5238)
C (4.5684, -2.8362, -1.1452)
C (3.5235, -2.4385, -0.3288)
Cl (3.6837, -2.5637, 1.3843)
C (2.3423, -1.9293, -0.8744)
S (0.9893, -1.4467, 0.1416)
H (3.1820, -2.1590, -4.1717)
H (5.2691, -3.0461, -3.1564)
H (5.4750, -3.2158, -0.6955)
N (-3.7562, -3.5103, -0.1359)
C (-3.4919, -2.4681, 0.9196)
C (-2.1395, -1.8247, 0.6633)
N (-2.0381, -1.2379, -0.6844)
C (-2.3428, -2.2418, -1.7204)
C (-3.6919, -2.9145, -1.5174)
H (-4.6708, -3.9406, 0.0173)
H (-3.0663, -4.2621, -0.0532)
H (-3.5207, -2.9549, 1.8926)
H (-4.3110, -1.7512, 0.8581)
H (-1.3378, -2.5574, 0.7760)
H (-1.9682, -1.0426, 1.4028)
H (-2.7053, -0.4733, -0.7662)
H (-1.5363, -2.9794, -1.7142)
H (-2.3325, -1.7613, -2.6975)
H (-3.8547, -3.7111, -2.2409)
H (-4.5149, -2.2026, -1.5844)

Here is a molecular structure, C22H25ClGeN3O2SSeTc from OMol25. Energies are from ωB97M-V with the def2-TZVPD basis set.

Summary:
LUMO (spin up / spin down)	-0.4043 / -0.4046	Eh
2S+1	2
E_HOMO (spin up / spin down)	-16.68 / -16.67	eV
charge	+3
expectation value of S²	0.7549
Kohn-Sham gap (spin up / spin down)	5.676 / 5.666	eV

Atoms and positions in Å:
Tc (2.1041, 0.8612, 0.6018)
N (6.0381, -0.1781, 0.8466)
C (6.1174, 0.0196, -0.5416)
C (7.1877, -0.0686, -1.4190)
C (6.9121, 0.2189, -2.7407)
C (5.6244, 0.5856, -3.1642)
C (4.5641, 0.6628, -2.2827)
C (4.8342, 0.3637, -0.9544)
N (4.0061, 0.3642, 0.1896)
C (4.7977, 0.0368, 1.2362)
C (4.1540, -0.0395, 2.5346)
C (4.5649, -0.3685, 3.7813)
S (3.2566, -0.2708, 4.8744)
C (2.2167, 0.1908, 3.6270)
N (2.8043, 0.2786, 2.4564)
H (6.8131, -0.4297, 1.4457)
H (8.1808, -0.3490, -1.0947)
H (7.7114, 0.1680, -3.4668)
H (5.4634, 0.8165, -4.2082)
H (3.5761, 0.9544, -2.6160)
H (5.5520, -0.6547, 4.1116)
H (1.1650, 0.3831, 3.7804)
C (-6.0955, -1.5863, -0.8872)
Ge (-4.2900, -2.2204, -1.1529)
C (-3.9230, -3.1950, -2.7809)
C (-3.4170, -2.9564, 0.4134)
C (-3.3090, -0.3111, -1.3258)
Se (-1.5655, -0.4746, -1.9135)
C (-1.8234, -0.1896, -3.8046)
H (-6.7184, -2.4367, -0.6044)
H (-6.4965, -1.1541, -1.8025)
H (-6.1328, -0.8488, -0.0868)
H (-4.4361, -4.1562, -2.7213)
H (-2.8564, -3.3920, -2.8894)
H (-4.2956, -2.6753, -3.6629)
H (-3.7293, -3.9947, 0.5337)
H (-3.6973, -2.4085, 1.3125)
H (-2.3326, -2.9438, 0.2985)
H (-3.3450, 0.0455, -0.2973)
H (-3.9290, 0.2713, -2.0047)
H (-2.6674, -0.7896, -4.1385)
H (-0.9170, -0.4965, -4.3186)
H (-2.0187, 0.8682, -3.9703)
Cl (-4.9192, 3.5827, 3.7947)
C (-3.6149, 2.9316, 2.9208)
C (-2.9103, 3.7428, 2.0291)
C (-1.8193, 3.2295, 1.3662)
C (-1.4288, 1.8986, 1.5898)
C (-2.1644, 1.0798, 2.4655)
C (-3.2592, 1.5920, 3.1196)
C (-0.2188, 1.4108, 1.0156)
O (0.6444, 2.1714, 0.3752)
O (0.2229, 0.2075, 1.1480)
H (-3.2191, 4.7678, 1.8783)
H (-1.2632, 3.8494, 0.6750)
H (-1.8607, 0.0531, 2.6291)
H (-3.8381, 0.9822, 3.7994)

Number 1: maximum force 0.61 eV/A. Number 2: maximum force 0.64 eV/A. Number 3: maximum force 1.02 eV/A.